15
Properties=species:S:1:pos:R:3:nbo_charge:R:1 method="wB97M-V/def2-TZVPD" e_homo_ha="-0.2680 / -0.2680" relative_energy_kj_mol=415.7 orbital_gap_ev="6.2 / 6.2" largest_force_ev_per_a=1.76 energy_ev=-9765.0795
C -0.70413 -0.01611 -2.18821 -0.324
C -0.73821 -0.95281 -1.15521 -0.313
C -0.11682 1.13619 -1.65860 -0.077
C -0.07532 -0.34830 -0.08591 -0.001
C 0.31665 -0.89987 1.26123 -0.265
N 0.25037 0.91354 -0.39549 -0.480
N 0.22661 0.27173 2.10199 -0.187
N 0.94222 1.30034 1.86040 -0.160
H -1.11750 -0.12672 -3.17317 0.208
H -1.09275 -1.96452 -1.18878 0.207
H 0.00909 2.09811 -2.11710 0.194
H -0.36336 -1.68289 1.59581 0.232
H 1.34940 -1.26921 1.27363 0.202
H -0.69352 0.49569 2.48556 0.403
H 1.80728 1.04484 1.38385 0.361

7
Properties=species:S:1:pos:R:3:nbo_charge:R:1 method="wB97M-V/def2-TZVPD" e_homo_ha=-0.3820 relative_energy_kj_mol=244.6 orbital_gap_ev=10.9 largest_force_ev_per_a=1.76 energy_ev=-9585.4726
C -1.53617 0.14169 -0.15024 0.276
C 2.25814 -0.39087 -0.24032 0.650
O -0.59604 -0.57416 -0.28305 -0.509
F 1.76983 -0.89368 0.82963 -0.311
F 2.01329 0.88646 -0.14772 -0.337
H -2.52086 -0.05064 -0.61894 0.117
H -1.38820 0.88119 0.61064 0.114

9
Properties=species:S:1:pos:R:3:nbo_charge:R:1 method="wB97M-V/def2-TZVPD" e_homo_ha=-0.3258 smiles="I[C@@H]1N=NNN1" relative_energy_kj_mol=211.4 orbital_gap_ev=9.0 largest_force_ev_per_a=3.86 energy_ev=-15143.0767
I -2.70905 0.45599 0.00117 0.030
C -0.70091 0.01654 -0.69598 -0.045
N -0.39759 -1.31852 -0.39038 -0.287
N 0.62288 -1.46834 0.30476 0.070
N 1.19042 -0.33724 0.71292 -0.310
N 0.56786 0.81562 -0.06307 -0.497
H -0.83974 0.31023 -1.76351 0.230
H 1.96222 -0.07763 1.35207 0.431
H 0.30391 1.60333 0.54202 0.377